Formula: C25H25F3N2O5S3
Source: the Open Molecules 2025 dataset
Level of theory: ωB97M-V with the def2-TZVPD basis set

```
63
Properties=species:S:1:pos:R:3
C -0.44735 -4.30090 -2.81028
C 0.22995 -4.59748 -1.61683
C 0.30696 -3.63574 -0.60372
C -0.32318 -2.40694 -0.76127
C -0.72988 -1.64475 0.47588
C -1.42361 -0.36868 0.21993
N -2.46170 -0.03783 0.97183
C -3.51975 0.77966 0.32261
C -4.60792 1.21417 1.29747
O -4.94789 0.16416 2.21382
C -3.83366 -0.16843 3.04159
C -2.66479 -0.73398 2.24850
C -0.82764 -2.04216 -2.01876
C -0.94628 -3.00851 -3.02722
H -0.60057 -5.08403 -3.56334
H 0.63072 -5.59684 -1.45074
H 0.79120 -3.84709 0.35215
H -1.41658 -2.29879 1.05486
H -1.06114 0.26754 -0.59010
H -3.08384 1.67638 -0.14475
H -3.99460 0.15744 -0.45921
H -4.27818 2.13921 1.81835
H -5.55385 1.37531 0.76221
H -3.48093 0.72886 3.59391
H -4.20761 -0.95028 3.72543
H -2.84438 -1.81564 2.09456
H -1.74311 -0.63866 2.85553
H -1.21586 -1.03575 -2.18841
H -1.49150 -2.75675 -3.94641
F 1.99230 -0.91587 3.89070
C 1.83547 -1.88076 2.92850
F 2.99567 -1.98859 2.23466
F 1.57684 -3.06415 3.53638
S 0.34403 -1.16071 1.87878
N 1.49030 2.58145 -1.23367
S 1.80786 2.05919 -2.75283
C 2.37628 0.32662 -2.80701
C 2.89108 -0.07680 -4.05048
C 3.32642 -1.38136 -4.26656
C 3.29865 -2.32070 -3.23254
C 2.83767 -1.91682 -1.97991
C 2.39924 -0.59756 -1.75551
O 0.60018 2.05323 -3.55425
O 3.01711 2.71691 -3.21464
S 0.20367 3.39620 -0.69639
C 0.65022 3.53758 1.05163
C -0.05096 2.86165 2.06803
C 0.39152 2.94559 3.39262
C 1.49863 3.75611 3.69956
C 2.16766 4.45339 2.68685
C 1.73545 4.34613 1.36233
O 0.18649 4.76304 -1.18963
O -1.01971 2.62336 -0.68155
H 2.97615 0.65317 -4.85735
H 3.70043 -1.61300 -5.26372
H 3.63945 -3.33458 -3.40658
H 2.80028 -2.64212 -1.16197
H 2.07810 -0.28628 -0.75579
H -0.91810 2.25517 1.80065
H -0.12764 2.43351 4.20880
H 1.81252 3.86875 4.74387
H 2.99225 5.12074 2.93782
H 2.24146 4.89397 0.57158
```

Values from the calculation:
* ΔE to the lowest compared entry with this formula, charge and spin: 272.0 kJ/mol
* total charge: 0

Formula: C9H11ClCuN2O3
Source: the Open Molecules 2025 dataset
Level of theory: ωB97M-V with the def2-TZVPD basis set

```
27
Properties=species:S:1:pos:R:3
Cu 7.20310 -12.65807 0.59597
Cl 10.00604 -13.45652 4.11428
O 9.18948 -8.48463 1.42657
C 9.37729 -7.27187 1.83968
O 10.09267 -7.09322 2.78972
O 8.85687 -6.22913 1.38824
H 9.81649 -8.59851 2.14454
N 14.25135 -18.51223 3.50674
C 15.58271 -18.88702 3.86564
C 15.81553 -20.17722 3.54044
C 14.63398 -20.65924 3.04765
C 13.72636 -19.62940 2.94067
H 13.74262 -17.64964 3.63794
H 16.18583 -18.14923 4.37388
H 16.73615 -20.72802 3.66471
H 14.58072 -21.65818 2.64060
H 12.72079 -19.52994 2.55944
N 16.32456 -12.96508 6.55564
C 17.29600 -13.41513 7.41752
C 18.51352 -12.93580 7.11654
C 18.38377 -12.15402 5.93538
C 17.02347 -12.24684 5.60063
H 15.37018 -13.29484 6.53253
H 17.09695 -14.02873 8.28371
H 19.45627 -13.19334 7.57623
H 19.14691 -11.56053 5.45391
H 16.47794 -11.69167 4.85191
```

Values from the calculation:
* ΔE to the lowest compared entry with this formula, charge and spin: 456.8 kJ/mol
* 2S+1: 2
* total charge: 0

Formula: C2H4O5
Source: the Open Molecules 2025 dataset
Level of theory: ωB97M-V with the def2-TZVPD basis set

```
11
Properties=species:S:1:pos:R:3
O -0.94815 1.84629 -0.06716
C -0.94725 0.74738 0.36959
O -1.86969 0.11084 1.06626
O 0.47098 -0.00138 0.61878
O 1.54909 0.95644 0.69159
H -1.66399 -0.83999 1.00513
H 1.95023 0.67031 1.52783
C 0.40455 -0.83953 -1.21551
O -0.83458 -1.01969 -1.06892
H 1.10053 -1.68896 -1.20522
H 0.78829 0.05830 -1.72238
```

Values from the calculation:
* ΔE to the lowest compared entry with this formula, charge and spin: 372.2 kJ/mol
* SMILES: O=C(O)OO.C=O
* total charge: 0

Formula: C8H11FIN2O
Source: the Open Molecules 2025 dataset
Level of theory: ωB97M-V with the def2-TZVPD basis set

```
24
Properties=species:S:1:pos:R:3
C 2.82923 -1.43427 -0.21642
C 1.19603 -1.25411 -0.34774
N 0.15040 -2.38760 -0.38092
C -1.27500 -1.80865 -0.49200
N -1.04713 -0.31313 -0.51401
C -2.36951 0.45449 -0.57851
C -3.18630 0.01792 0.81417
O -2.62183 0.49130 1.95879
I -4.97958 -1.24360 0.86163
C 0.38412 0.17083 -0.44282
C 0.88681 1.73149 -0.46216
C 1.21958 2.36012 1.02880
F 1.74804 1.28222 1.89855
H 3.24858 -2.39654 -0.77075
H 3.15621 -1.56168 0.92217
H 3.40716 -0.52114 -0.66683
H 0.36878 -3.42689 -0.31310
H -2.27052 -2.43690 -0.53980
H -2.08463 1.61132 -0.50401
H -2.99659 0.21586 -1.54360
H 0.02915 2.41303 -0.91703
H 1.84495 1.92897 -1.12685
H 0.29688 2.92589 1.48792
H 2.06518 3.18106 0.84453
```

Values from the calculation:
* SMILES: Cc1[nH]c[n+](CC(=O)I)c1CCF
* total charge: +1
* DFT total energy: -893.22696 Eh

Formula: C13H9LaN2O5Se
Source: the Open Molecules 2025 dataset
Level of theory: ωB97M-V with the def2-TZVPD basis set

```
31
Properties=species:S:1:pos:R:3
O 0.05509 1.47017 -5.45724
C 0.06608 0.51672 -4.74039
La 0.11959 -0.84915 -2.52448
O 0.04126 2.82663 -1.11244
C 0.03771 1.89293 -1.79752
C 0.06499 -0.83532 -5.43230
O 0.05413 -1.82975 -4.63807
C 2.71570 0.20716 -3.34645
O 3.75709 0.33293 -3.84360
C -2.62483 0.21842 -3.42298
O -3.66397 0.33613 -3.91032
H 0.12580 -0.97548 -6.54534
C -2.17241 -1.19765 1.44427
N -0.80725 -0.67027 1.40138
C 0.20334 -1.24770 0.65979
Se -0.01629 -2.81503 -0.40056
N 1.35603 -0.61015 1.05916
C 1.10667 0.21309 2.16894
C 1.95528 0.75257 3.12889
C 1.38655 1.15984 4.32353
C 0.01536 1.04761 4.58588
C -0.88196 0.54636 3.61337
C -0.25938 0.14925 2.41942
H -2.37071 -1.79972 0.52654
H -2.88453 -0.33786 1.45799
H -2.31973 -1.83602 2.35321
H 2.28152 -0.92505 0.80224
H 3.00341 0.82205 2.86062
H 2.01412 1.59593 5.09580
H -0.38071 1.35479 5.53788
H -1.97793 0.48659 3.73279
```

Values from the calculation:
* ΔE to the lowest compared entry with this formula, charge and spin: 0.0 kJ/mol
* total charge: +2

Formula: CrH16O8
Source: the Open Molecules 2025 dataset
Level of theory: ωB97M-V with the def2-TZVPD basis set

```
25
Properties=species:S:1:pos:R:3
Cr 21.58406 -14.78214 21.83309
O 19.81267 -15.81592 21.58474
H 19.59996 -16.41882 20.84575
H 19.05319 -15.85626 22.19738
O 24.50611 -15.76830 21.94054
H 25.10613 -16.47622 21.64763
H 25.07456 -14.98406 21.97732
O 22.76375 -13.51685 23.01304
H 23.29880 -13.73340 23.80208
H 22.94981 -12.57897 22.81476
O 22.82676 -13.78997 20.37656
H 23.59073 -14.18730 19.91497
H 22.65664 -12.95160 19.91032
O 20.47584 -13.10497 21.25440
H 20.40538 -12.67553 20.37930
H 19.87113 -12.60186 21.83176
O 22.10088 -16.30225 23.17585
H 22.91878 -16.78034 23.42400
H 21.40406 -16.63552 23.76391
O 20.30201 -14.40959 23.70858
H 20.24409 -14.89514 24.55161
H 19.97407 -13.51864 23.92722
O 22.08499 -16.27454 20.37513
H 22.44645 -17.16112 20.56261
H 21.87373 -16.26830 19.42065
```

Values from the calculation:
* ΔE to the lowest compared entry with this formula, charge and spin: 4.4 kJ/mol
* 2S+1: 4
* total charge: +3

Number 1: largest force on an atom 3.55 eV/Å. Number 2: largest force on an atom 4.50 eV/Å. Number 3: largest force on an atom 3.23 eV/Å. Number 4: largest force on an atom 9.38 eV/Å. Number 5: largest force on an atom 5.26 eV/Å. Number 6: largest force on an atom 2.56 eV/Å.